This record from OMol25 describes 2 unconnected molecules or ions with the total composition C7H14O2. The level of theory is the ωB97M-V functional and the def2-TZVPD basis.

```
23
Properties=species:S:1:pos:R:3:forces:R:3
C -0.669 1.881 -1.363 0.67 1.06 0.51
C -1.272 0.740 -1.078 -0.06 -0.11 -0.33
C -2.611 0.405 -1.653 -1.04 -0.63 -0.36
C -0.646 -0.338 -0.224 -0.61 1.16 1.36
C 0.364 0.147 0.830 1.66 -0.56 -0.39
C 1.866 -0.292 0.571 -0.52 0.89 0.52
C 2.328 -1.040 -0.647 -0.18 -0.07 -0.26
O 3.450 -1.459 -0.764 0.03 0.01 0.15
H -1.084 2.742 -1.869 -0.53 -0.44 -0.50
H 0.300 2.169 -0.964 0.06 -0.46 0.17
H -2.835 -0.666 -1.696 0.47 -0.14 0.23
H -3.451 0.788 -1.066 0.19 0.30 0.08
H -2.765 0.709 -2.688 0.21 0.47 0.08
H -1.444 -0.811 0.355 -0.15 -0.24 -0.37
H -0.228 -1.058 -0.891 0.18 -0.74 -0.25
H 0.401 1.230 0.955 -0.36 0.00 -0.42
H 0.157 -0.201 1.840 -0.41 -0.43 -0.21
H 2.402 0.662 0.542 0.47 -0.30 0.03
H 2.239 -0.852 1.429 0.13 0.09 -0.01
H 1.621 -1.197 -1.478 -0.11 0.09 -0.07
O -1.857 -0.184 3.406 0.35 -0.33 0.62
H -1.432 0.505 2.890 -0.54 -0.01 -0.24
H -2.720 -0.421 3.060 0.09 0.38 -0.34
```
Forces are in eV/Å.

The value obtained for the energy above the lowest of the compared OMol25 structures with the same formula, charge and spin is 44.71 kcal per mole. As for the HOMO energy: -9.65 eV. As for the electronic energy: -11579.36963 eV. The largest force on an atom comes out at 1.89 eV Å⁻¹. The LUMO energy is 0.617 eV.

Atomic partial charges in e from the Mulliken method, atoms 1 to 4: -1.0127 0.8184 -1.3551 -0.7294

=====

This record from OMol25 describes C7H14O3 in the gas phase. The level of theory is the ωB97M-V functional and the def2-TZVPD basis.

```
24
Properties=species:S:1:pos:R:3:forces:R:3
C 1.116 0.134 0.451 1.47 -3.21 2.33
C -0.908 0.614 -0.531 -1.65 -1.20 -1.09
C -1.096 -2.603 1.026 -0.05 0.03 -0.18
C 2.435 0.012 -0.225 -0.34 1.28 -0.55
C -1.372 1.651 0.494 0.55 -0.31 0.08
C -0.409 1.256 -1.826 0.20 -0.08 0.30
C -0.047 -0.750 -0.098 1.34 2.70 1.59
O -0.599 -1.280 1.153 -0.30 0.23 -0.53
O 1.117 0.506 1.713 -0.39 0.39 -1.44
O 0.372 -1.559 -0.977 -0.64 -0.02 -0.54
H 1.960 0.907 1.986 0.02 0.05 -0.16
H -1.819 0.066 -0.805 -0.14 0.00 -0.13
H -0.385 -3.248 0.503 -0.06 0.08 0.05
H -1.259 -2.969 2.040 0.00 0.06 -0.05
H -2.044 -2.619 0.478 0.02 -0.05 0.04
H 2.945 -0.870 0.173 -0.35 -0.04 0.22
H 3.050 0.896 -0.042 0.17 -0.02 -0.08
H 2.291 -0.189 -1.284 -0.01 0.10 0.01
H -1.188 1.881 -2.266 -0.01 -0.02 0.02
H -1.695 1.163 1.412 0.02 0.06 0.09
H -2.206 2.227 0.090 0.00 -0.09 -0.05
H -0.580 2.370 0.721 0.00 0.03 0.15
H -0.124 0.493 -2.549 0.05 -0.01 0.02
H 0.446 1.913 -1.636 0.09 0.02 -0.09
```
Forces are in eV/Å.

The value obtained for the energy above the lowest of the compared OMol25 structures with the same formula, charge and spin is 99.00 kcal per mole. As for the HOMO energy: -7.75 eV. As for the electronic energy: -13624.88949 eV. The largest force on an atom comes out at 4.23 eV Å⁻¹. The LUMO energy is -0.657 eV.

Atomic partial charges in e from the Mulliken method, atoms 1 to 4: 0.3220 0.4268 -0.7978 -1.5753

=====

This record from OMol25 describes 3 unconnected molecules or ions with the total composition C7H14O3. The level of theory is the ωB97M-V functional and the def2-TZVPD basis.

```
24
Properties=species:S:1:pos:R:3:forces:R:3
O -0.401 -1.697 -2.153 -0.16 0.04 -0.02
C -0.419 -0.500 -2.214 0.01 -0.20 -0.18
C 0.549 0.385 -1.476 0.16 0.02 0.12
C -0.121 1.676 -0.973 -0.33 0.54 0.04
C -1.039 1.355 0.168 0.60 0.12 -0.04
C -2.380 1.072 -0.044 -0.56 -0.69 0.05
C -0.815 0.464 2.427 -0.28 -0.14 0.56
C -0.505 1.399 1.499 -0.48 0.36 -0.54
H -1.171 0.004 -2.856 0.07 0.09 -0.02
H 1.026 -0.178 -0.676 -0.05 -0.10 0.16
H 1.366 0.646 -2.151 -0.08 0.15 -0.21
H -0.681 2.154 -1.778 -0.06 -0.13 -0.11
H 0.621 2.410 -0.659 0.15 -0.17 0.11
H -2.841 1.059 -1.024 0.24 0.24 -0.13
H -3.063 0.834 0.763 0.19 0.03 0.16
H -0.398 0.485 3.429 0.13 0.06 -0.16
H -1.477 -0.373 2.218 0.03 0.15 -0.12
H 0.165 2.232 1.684 0.34 -0.34 0.20
H 1.641 -2.643 0.205 -0.17 -0.10 -0.31
H 0.501 -2.791 -0.857 0.24 -0.02 -0.01
O 0.999 -3.262 -0.178 -0.06 0.01 0.34
H 3.438 -2.049 1.536 0.07 0.06 -0.21
H 2.223 -1.245 1.937 0.14 -0.04 -0.13
O 2.782 -1.438 1.172 -0.13 0.05 0.43
```
Forces are in eV/Å.

As for the multiplicity: 2. The value obtained for the energy above the lowest of the compared OMol25 structures with the same formula, charge and spin is 20.00 kcal per mole. Its net charge is +1. As for the HOMO energy (spin up / spin down): -13.09 / -13.09 eV. As for the electronic energy: -13618.15585 eV. The largest force on an atom comes out at 0.88 eV Å⁻¹. The LUMO energy (spin up / spin down) is -5.374 / -8.632 eV. As for the expectation value of S²: 0.7774.

Atomic partial charges in e from the Mulliken method, atoms 1 to 4: -0.4893 -0.1015 -0.0409 -1.0221

=====

This record from OMol25 describes 2 unconnected molecules or ions with the total composition C7H14O3S3. The level of theory is the ωB97M-V functional and the def2-TZVPD basis.

```
27
Properties=species:S:1:pos:R:3:forces:R:3
C 0.836 -0.622 0.905 1.71 2.34 -2.24
C -1.393 -2.490 1.352 -0.36 3.14 0.14
C 1.134 2.369 0.267 2.13 -3.79 3.47
C 2.376 -0.895 -2.141 -4.81 1.21 2.17
C -1.885 1.998 -0.857 -0.47 -0.33 1.83
C -1.124 -1.575 2.525 1.56 -0.32 0.01
C 1.224 1.100 -0.528 -2.58 -1.49 1.20
O 1.389 -1.640 0.809 0.72 -0.86 -0.56
O -0.821 -0.459 -0.824 -1.02 -0.54 0.50
O -0.418 0.912 -2.728 0.31 0.91 -1.37
S -0.202 0.017 2.020 -2.26 0.03 1.72
S 2.491 0.860 -1.696 0.73 0.45 0.59
S -0.487 0.864 -1.303 0.06 -0.98 -0.47
H -1.797 -3.406 1.618 -1.03 -1.61 0.62
H -2.008 -1.842 0.766 -0.93 -0.53 -1.09
H -0.508 -2.609 0.820 1.28 -0.67 -0.93
H 2.012 2.279 0.973 -0.80 0.25 -0.29
H 0.257 2.389 0.907 -0.13 0.23 -0.27
H 1.347 3.217 -0.207 0.23 3.63 -2.39
H 2.669 -1.602 -1.411 0.98 -0.41 0.54
H 2.763 -0.928 -3.080 1.25 -0.58 -2.54
H 1.219 -1.006 -2.187 1.96 -0.30 -0.46
H -1.604 2.985 -0.362 -0.27 -1.21 -1.22
H -2.570 2.030 -1.741 1.05 0.34 0.57
H -2.450 1.414 -0.065 0.74 0.64 -0.78
H -0.418 -2.098 3.152 -0.06 0.21 0.89
H -2.034 -1.266 3.015 0.02 0.23 0.36
```
Forces are in eV/Å.

The value obtained for the energy above the lowest of the compared OMol25 structures with the same formula, charge and spin is 90.15 kcal per mole. As for the HOMO energy (spin up / spin down): -7.93 / -7.93 eV. As for the electronic energy: -46129.65992 eV. The largest force on an atom comes out at 5.56 eV Å⁻¹. The LUMO energy (spin up / spin down) is 0.240 / 0.240 eV.

Atomic partial charges in e from the Mulliken method, atoms 1 to 4: 0.5324 -1.1817 -1.8173 -0.6620

=====

This record from OMol25 describes C7H14OS in the gas phase. The level of theory is the ωB97M-V functional and the def2-TZVPD basis.

```
23
Properties=species:S:1:pos:R:3:forces:R:3
C -1.995 1.121 -2.286 0.89 0.32 -0.34
C -1.170 -0.081 -1.724 -1.98 1.35 -1.33
S -0.892 -0.174 -0.121 4.81 2.01 1.51
O -1.845 1.104 0.810 1.20 -0.44 -0.76
C -0.138 -1.579 0.402 -1.43 1.66 -0.58
C 1.101 -1.840 1.200 0.33 -2.89 0.54
C 2.292 -0.879 0.931 -1.64 -1.28 -0.37
C 1.629 0.474 1.107 -3.72 -1.58 0.47
C 0.613 0.929 0.010 1.09 -0.80 0.25
H -1.870 1.992 -1.604 -0.31 -0.55 -0.47
H -1.592 1.496 -3.327 -0.80 -1.09 1.92
H -3.069 0.838 -2.341 0.62 0.51 -0.23
H -1.486 -1.016 -2.085 -0.09 -1.33 -0.66
H -2.608 0.688 1.187 -0.87 -0.52 0.31
H -0.940 -2.242 0.364 -0.72 -2.06 0.18
H 0.951 -2.059 2.299 -0.09 1.09 -0.71
H 1.263 -2.955 0.916 0.40 1.66 -0.06
H 3.128 -1.100 1.665 -0.85 0.47 -1.17
H 2.536 -1.011 -0.161 0.45 0.09 1.12
H 0.947 0.472 2.000 0.98 -0.20 -0.13
H 2.336 1.158 1.288 2.44 3.11 0.34
H 0.244 1.912 0.264 0.07 0.29 -0.24
H 1.115 0.859 -0.978 -0.77 0.18 0.42
```
Forces are in eV/Å.

The value obtained for the energy above the lowest of the compared OMol25 structures with the same formula, charge and spin is 148.83 kcal per mole. As for the HOMO energy: -7.23 eV. As for the electronic energy: -20362.42221 eV. The largest force on an atom comes out at 5.43 eV Å⁻¹. The LUMO energy is 0.381 eV.

Atomic partial charges in e from the Mulliken method, atoms 1 to 4: -0.9016 -0.4340 0.4699 -0.6473

=====

Please write out number 5 again, unchanged.
This record from OMol25 describes C7H14OS in the gas phase. The level of theory is the ωB97M-V functional and the def2-TZVPD basis.

```
23
Properties=species:S:1:pos:R:3:forces:R:3
C -1.995 1.121 -2.286 0.89 0.32 -0.34
C -1.170 -0.081 -1.724 -1.98 1.35 -1.33
S -0.892 -0.174 -0.121 4.81 2.01 1.51
O -1.845 1.104 0.810 1.20 -0.44 -0.76
C -0.138 -1.579 0.402 -1.43 1.66 -0.58
C 1.101 -1.840 1.200 0.33 -2.89 0.54
C 2.292 -0.879 0.931 -1.64 -1.28 -0.37
C 1.629 0.474 1.107 -3.72 -1.58 0.47
C 0.613 0.929 0.010 1.09 -0.80 0.25
H -1.870 1.992 -1.604 -0.31 -0.55 -0.47
H -1.592 1.496 -3.327 -0.80 -1.09 1.92
H -3.069 0.838 -2.341 0.62 0.51 -0.23
H -1.486 -1.016 -2.085 -0.09 -1.33 -0.66
H -2.608 0.688 1.187 -0.87 -0.52 0.31
H -0.940 -2.242 0.364 -0.72 -2.06 0.18
H 0.951 -2.059 2.299 -0.09 1.09 -0.71
H 1.263 -2.955 0.916 0.40 1.66 -0.06
H 3.128 -1.100 1.665 -0.85 0.47 -1.17
H 2.536 -1.011 -0.161 0.45 0.09 1.12
H 0.947 0.472 2.000 0.98 -0.20 -0.13
H 2.336 1.158 1.288 2.44 3.11 0.34
H 0.244 1.912 0.264 0.07 0.29 -0.24
H 1.115 0.859 -0.978 -0.77 0.18 0.42
```
Forces are in eV/Å.

The value obtained for the energy above the lowest of the compared OMol25 structures with the same formula, charge and spin is 148.83 kcal per mole. As for the HOMO energy: -7.23 eV. As for the electronic energy: -20362.42221 eV. The largest force on an atom comes out at 5.43 eV Å⁻¹. The LUMO energy is 0.381 eV.

Atomic partial charges in e from the Mulliken method, atoms 1 to 4: -0.9016 -0.4340 0.4699 -0.6473

=====

Which formula does entry 4 have?
C7H14O3S3

=====

The highest largest force on an atom belongs to which entry?
C7H14O3S3